Entry 1:
DFT (wB97M-V/def2-TZVPD) results for an isolated molecule of C4H4N4.

The calculation puts the energy relative to the best compared isomer or geometry (same formula, charge and spin) at 346.0 kJ/mol. Its multiplicity is 1. As for the HOMO energy: -9.2 eV. As for the net charge: 0. The LUMO energy comes out at -0.023 hartree. The calculation puts the frontier orbital gap at 8.55 eV.

Geometry (Å):
C 1.1767 0.2268 0.0114
C 0.1977 1.2933 -0.3924
C -1.1115 1.3286 -0.1568
C -1.2916 -0.9197 0.4320
H 2.6207 -0.5431 0.6641
H 0.5762 2.1313 -0.9401
H -1.5606 2.3057 -0.3102
H -1.6263 -1.6704 1.1919
N 2.2629 0.3694 0.6242
N -1.8555 0.2618 0.4074
N -0.3463 -1.4885 -0.5193
N 0.8191 -1.1138 -0.5081

***

Entry 2:
DFT (wB97M-V/def2-TZVPD) results for C38H38ClN2OP2Pr as an isolated structure.

As for the expectation value of S²: 2.0027. Its multiplicity is 3. As for the HOMO energy (alpha / beta): -13.7 / -13.7 eV. As for the net charge: +2. The LUMO energy (alpha / beta) comes out at -0.242 / -0.201 hartree. The calculation puts the frontier orbital gap (alpha / beta) at 7.07 / 8.19 eV.

Geometry (Å):
Pr 0.5421 1.5522 0.2665
Cl -0.0313 4.0460 -0.2445
P 0.6887 -0.0231 -2.4395
P -1.3640 -0.0587 2.1496
C 2.4674 0.3945 -2.6023
C -0.1143 1.1255 -3.6367
C 0.5168 -1.6946 -3.2268
C -1.5931 -1.7579 2.8813
C -0.4467 0.9181 3.4317
C -3.0444 0.7094 2.1825
C 3.4555 -0.4968 -3.0662
C 4.8113 -0.1542 -3.0224
C 5.2107 1.0925 -2.5294
C 4.2354 1.9924 -2.0975
C 2.8765 1.6567 -2.1255
H 3.1577 -1.4587 -3.4760
H 5.5685 -0.8526 -3.3887
H 6.2697 1.3617 -2.5028
H 4.5275 2.9866 -1.7483
H 2.1365 2.4343 -1.8600
C 1.0267 -2.8304 -2.5505
C 0.8745 -4.1127 -3.0901
C 0.2505 -4.3056 -4.3230
C -0.2113 -3.1943 -5.0243
C -0.0818 -1.9074 -4.4909
H 1.5474 -2.6992 -1.5975
H 1.2691 -4.9672 -2.5457
H 0.1505 -5.3031 -4.7393
H -0.6622 -3.3270 -6.0066
H -0.4273 -1.0538 -5.0722
C 0.5679 1.7472 -4.6993
C -0.0717 2.7082 -5.4889
C -1.4025 3.0621 -5.2444
C -2.1006 2.4196 -4.2110
C -1.4689 1.4610 -3.4153
H 1.6069 1.4895 -4.8921
H 0.4686 3.1887 -6.3048
H -1.8976 3.8223 -5.8500
H -3.1462 2.6776 -4.0193
H -2.0160 0.9803 -2.5945
C -0.6322 2.3075 3.5900
C 0.1427 3.0431 4.4902
C 1.1612 2.4418 5.2218
C 1.3875 1.0687 5.0429
C 0.5910 0.3145 4.1780
H -1.4064 2.8184 3.0262
H -0.0460 4.1099 4.6330
H 1.7674 3.0115 5.9335
H 2.1843 0.5819 5.6166
H 0.7624 -0.7600 4.0811
C -0.7010 -2.7986 2.5085
C -0.8532 -4.0866 3.0378
C -1.8531 -4.3679 3.9727
C -2.7023 -3.3460 4.3822
C -2.5829 -2.0645 3.8386
H 0.1098 -2.5931 1.7996
H -0.1647 -4.8720 2.7330
H -1.9409 -5.3650 4.3905
H -3.4521 -3.5500 5.1426
H -3.2617 -1.2882 4.1730
C -3.7036 1.1194 3.3583
C -4.9567 1.7438 3.2937
C -5.5515 2.0317 2.0620
C -4.9059 1.6177 0.8908
C -3.6837 0.9489 0.9431
H -3.2412 0.9570 4.3342
H -5.4722 2.0195 4.2134
H -6.4986 2.5688 2.0143
H -5.3693 1.8282 -0.0739
H -3.1986 0.6106 0.0221
H -0.8855 -2.4286 -0.5528
H -1.4678 -1.9982 -0.6919
C 4.2347 1.9110 2.5251
N 4.3435 0.5119 2.1345
C 3.4398 -0.1204 1.3843
N 3.5579 -1.4126 1.0215
O 2.3729 0.5069 0.9740
H 3.2650 2.3300 2.2172
H 4.9974 2.5150 2.0432
H 4.2922 2.0315 3.5971
H 5.1827 -0.0034 2.3865
H 2.8025 -1.7777 0.4480
H 4.3199 -2.0340 1.2647

***

Entry 3:
DFT (wB97M-V/def2-TZVPD) results for C22H63N3O17SZn as an isolated structure.

Its multiplicity is 1. As for the HOMO energy: -8.8 eV. As for the net charge: 0. The LUMO energy comes out at -0.011 hartree. The calculation puts the frontier orbital gap at 8.47 eV.

Geometry (Å):
Zn 1.0284 0.0987 -0.9279
S -1.0290 -1.4587 -1.5033
O -1.2070 -2.1329 -2.7869
O 0.2970 -1.7444 -0.8876
O -0.8294 -0.0285 -1.6951
O -2.0441 -1.5921 -0.5218
C -4.1083 2.6775 -0.6055
C -3.7125 1.2558 -0.9715
O -3.2354 0.5309 0.1511
O -4.6450 3.4088 -1.6935
H -3.2332 3.2004 -0.2200
H -4.8102 2.5729 0.2218
H -2.8662 1.3520 -1.6517
H -4.5809 0.7493 -1.3925
H -3.0072 -0.3664 -0.1029
H -5.0875 4.1725 -1.3158
C -3.2629 -2.1646 2.7909
C -4.0380 -0.9460 3.4608
O -3.5478 -0.4749 4.7751
O -2.0583 -1.6182 2.2478
H -3.8245 -2.7243 2.0430
H -3.1488 -2.9477 3.5405
H -5.0654 -1.3099 3.4711
H -3.9248 -0.0515 2.8483
H -2.9966 0.2828 4.5664
H -2.0240 -1.7499 1.2975
C -0.4993 -6.0519 1.3544
C -0.6865 -4.9427 0.3981
O 0.4305 -3.9770 0.2890
O 0.5173 -6.8909 0.8773
H -1.4458 -6.5741 1.4937
H -0.1976 -5.6997 2.3408
H -1.5699 -4.4224 0.7685
H -0.7908 -5.2496 -0.6425
H 0.0910 -3.1521 -0.0658
H 1.0043 -6.3221 0.2766
C 3.3174 -0.7500 4.1851
C 2.4698 -2.0230 3.7631
O 1.8116 -2.0180 2.5486
O 4.1935 -0.2025 3.1755
H 3.9667 -1.0245 5.0164
H 2.5085 -0.1615 4.6180
H 1.7438 -2.0510 4.5757
H 3.0525 -2.9432 3.8072
H 1.5544 -2.9118 2.3104
H 4.8006 0.4634 3.5066
C -5.1756 -1.3671 -3.9452
C -3.6528 -1.2021 -3.8470
O -3.0518 -2.2980 -4.4715
O -5.6720 -2.3350 -3.0378
H -5.5023 -1.6111 -4.9560
H -5.7686 -0.4957 -3.6675
H -3.3488 -1.1129 -2.8040
H -3.3235 -0.2990 -4.3608
H -2.2924 -2.4188 -3.8969
H -4.8947 -2.6681 -2.5835
C -0.1342 2.6798 -3.4585
C 0.9745 3.1258 -2.4590
C 0.7812 4.5674 -2.0193
O 1.4244 4.9142 -0.7581
C 2.8141 4.9355 -0.7168
N 0.8769 2.2543 -1.2317
H 0.0012 1.6582 -3.8136
H -0.2774 3.4038 -4.2607
H -1.0724 2.6878 -2.9037
H 1.9608 2.9745 -2.8977
H -0.2963 4.7154 -1.9482
H 1.0585 5.2942 -2.7828
H 3.4354 5.1828 0.1440
H 3.1714 5.7110 -1.3943
H 3.0818 3.9632 -1.1304
H 1.4102 2.8081 -0.5768
H -0.0147 2.4750 -0.8115
C 4.9505 -0.8458 0.0784
C 3.9770 -0.0248 -0.7894
C 3.5949 -0.7740 -2.0522
O 2.2303 -0.3551 -2.4158
C 1.8735 -1.1074 -3.5806
N 2.7828 0.1047 0.0379
H 5.7616 -0.9646 -0.6400
H 4.6623 -1.8100 0.4972
H 5.3103 -0.3001 0.9507
H 4.3901 0.9137 -1.1592
H 3.6480 -1.8235 -1.7626
H 4.3530 -0.4522 -2.7662
H 0.9897 -0.6143 -3.9855
H 1.7688 -2.1771 -3.3992
H 2.5458 -0.7878 -4.3767
H 2.9246 0.7782 0.7771
H 2.9961 -0.7012 0.6082
C -1.1993 1.4852 2.7836
C -0.0654 1.6421 1.7505
C 1.3394 2.0865 2.3822
O 2.2479 2.4660 1.3028
C 3.5157 3.0142 1.7401
N 0.1204 0.4143 1.0132
H -1.0826 2.3673 3.4131
H -1.1787 0.5425 3.3305
H -2.1588 1.5019 2.2667
H -0.2724 2.3692 0.9653
H 1.8389 1.2938 2.9392
H 1.0593 2.8787 3.0764
H 3.4394 3.9683 2.2615
H 4.1020 3.2864 0.8624
H 4.1170 2.2329 2.2051
H 0.3963 -0.2762 1.6966
H -0.8018 0.0389 0.8434

***

| no. | calculated total energy (eV) | maximum force (eV Å⁻¹) |
| --- | --- | --- |
| 1 | -10169.2521 | 2.35 |
| 2 | -90208.7423 | 1.40 |
| 3 | -122362.4381 | 3.94 |